(1)
Entry from the OMol25 dataset: a 10-piece molecular cluster, C12H44N8O10 overall in a non-equilibrium geometry (ωB97M-V with the def2-TZVPD basis set).

Results
Gap between HOMO and LUMO   8.79 eV
Highest occupied orbital energy   -8.699 eV
SMILES string   NC(N)=O.NC(N)=O.NC(N)=O.NC(N)=O.CCO.CCO.CO.CO.CO.CO
Energy   -45550.95236 eV
Relative energy (zero: lowest compared OMol25 entry of this formula, charge and spin)   47.1 kcal/mol

Bonds (Å) are listed after each position.
Cartesian coordinates (Å):
1 C -2.376 0.321 -0.519  C2 1.539, H4 1.099, H5 1.125, H6 1.090
2 C -3.422 -0.362 0.380  C1 1.539, O3 1.410, H7 1.148, H8 1.050
3 O -3.784 -1.670 -0.004  C2 1.410, H9 0.974
4 H -2.743 0.393 -1.552  C1 1.099
5 H -1.497 -0.374 -0.423  C1 1.125
6 H -2.224 1.300 -0.065  C1 1.090
7 H -4.371 0.257 0.563  C2 1.148
8 H -3.004 -0.530 1.329  C2 1.050
9 H -4.410 -1.930 0.696  O3 0.974
10 C 4.590 -0.421 0.296  C11 1.552, H13 1.089, H14 1.049, H15 1.090
11 C 3.926 -1.448 1.251  C10 1.552, O12 1.405, H16 1.100, H17 1.142
12 O 4.003 -2.761 0.756  C11 1.405, H18 0.953
13 H 5.665 -0.539 0.170  C10 1.089
14 H 4.440 0.535 0.700  C10 1.049
15 H 3.992 -0.362 -0.614  C10 1.090
16 H 2.904 -1.114 1.484  C11 1.100
17 H 4.539 -1.489 2.214  C11 1.142
18 H 3.318 -2.937 0.117  O12 0.953
19 C 2.034 -2.327 -1.504  O20 1.357, N21 1.293, N22 1.339
20 O 1.157 -1.306 -1.333  C19 1.357
21 N 2.857 -2.409 -2.498  C19 1.293, H23 1.059, H24 1.036
22 N 1.964 -3.426 -0.743  C19 1.339, H25 1.040, H26 1.020
23 H 2.990 -1.516 -3.051  N21 1.059
24 H 3.431 -3.260 -2.639  N21 1.036
25 H 1.276 -3.454 0.037  N22 1.040
26 H 2.516 -4.282 -0.804  N22 1.020
27 C -1.431 -0.088 4.855  O28 1.376, N29 1.339, N30 1.263
28 O -1.099 -1.317 5.377  C27 1.376
29 N -2.476 0.588 5.350  C27 1.339, H31 1.110, H32 1.016
30 N -0.768 0.615 4.042  C27 1.263, H33 1.028, H34 1.042
31 H -3.067 -0.056 6.034  N29 1.110
32 H -2.624 1.592 5.309  N29 1.016
33 H 0.151 0.196 3.849  N30 1.028
34 H -1.115 1.399 3.449  N30 1.042
35 C -3.375 2.180 2.463  O36 1.377, N37 1.342, N38 1.291
36 O -2.019 2.296 2.253  C35 1.377
37 N -3.928 1.308 3.320  C35 1.342, H39 1.054, H40 1.016
38 N -4.265 2.866 1.827  C35 1.291, H41 1.021, H42 1.001
39 H -3.257 0.741 3.902  N37 1.054
40 H -4.910 1.284 3.578  N37 1.016
41 H -3.815 3.433 1.107  N38 1.021
42 H -5.235 2.623 1.778  N38 1.001
43 C -0.887 -0.260 -4.490  O44 1.384, N45 1.344, N46 1.317
44 O -1.606 0.707 -5.171  C43 1.384
45 N -0.710 -1.535 -4.878  C43 1.344, H47 1.056, H48 1.007
46 N -0.243 -0.025 -3.365  C43 1.317, H49 1.039, H50 0.999
47 H -1.283 -1.886 -5.692  N45 1.056
48 H -0.072 -2.226 -4.517  N45 1.007
49 H -0.531 0.931 -3.076  N46 1.039
50 H 0.287 -0.646 -2.790  N46 0.999
51 C 0.789 1.567 0.631  O52 1.370, H53 1.096, H54 1.082, H55 1.106
52 O 1.221 1.163 -0.605  C51 1.370, H56 0.998
53 H 1.561 1.237 1.336  C51 1.096
54 H -0.101 1.001 0.872  C51 1.082
55 H 0.673 2.663 0.538  C51 1.106
56 H 1.249 0.166 -0.562  O52 0.998
57 C 3.073 1.295 -3.287  O58 1.412, H59 1.102, H60 1.075, H61 1.127
58 O 2.636 0.036 -3.755  C57 1.412, H62 0.963
59 H 3.512 1.191 -2.282  C57 1.102
60 H 2.316 2.051 -3.390  C57 1.075
61 H 3.968 1.620 -3.889  C57 1.127
62 H 1.691 0.073 -3.939  O58 0.963
63 C -0.159 -2.027 1.556  O64 1.407, H65 1.086, H66 1.119, H67 1.114
64 O 0.416 -3.297 1.743  C63 1.407, H68 0.934
65 H 0.644 -1.312 1.404  C63 1.086
66 H -0.762 -1.791 2.468  C63 1.119
67 H -0.826 -1.844 0.683  C63 1.114
68 H 0.812 -3.402 2.582  O64 0.934
69 C -0.401 3.680 -1.868  O70 1.386, H71 1.145, H72 1.123, H73 1.059
70 O -0.695 2.352 -2.137  C69 1.386, H74 0.980
71 H -1.037 4.011 -0.975  C69 1.145
72 H -0.553 4.393 -2.722  C69 1.123
73 H 0.635 3.729 -1.652  C69 1.059
74 H -0.132 1.821 -1.536  O70 0.980

How is the electron density shared among the atoms? According to Mulliken, the charges in e are:
1. C 0.2349
2. C -0.4623
3. O -0.5584
4. H 0.4153
5. H -0.5245
6. H 0.0625
7. H 0.2964
8. H 0.2038
9. H 0.3638
10. C -0.7559
11. C 0.2946
12. O -0.6170
13. H 0.3845
14. H 0.3721
15. H -0.1380
16. H -0.3540
17. H 0.3399
18. H 0.5074
19. C -0.0918
20. O -0.4603
21. N -0.2137
22. N -0.4913
23. H 0.4387
24. H 0.2130
25. H 0.1992
26. H 0.2783
27. C 0.4375
28. O -0.7328
29. N -0.5933
30. N -0.1335
31. H 0.2639
32. H 0.3271
33. H 0.1816
34. H 0.2427
35. C 0.5839
36. O -0.7310
37. N -0.4016
38. N -0.3489
39. H 0.2346
40. H 0.1811
41. H 0.3059
42. H 0.2040
43. C 0.5809
44. O -0.7362
45. N -0.3037
46. N 0.2112
47. H 0.2488
48. H 0.1666
49. H 0.0244
50. H 0.2430
51. C -0.5216
52. O -0.2295
53. H 0.3423
54. H -0.0732
55. H 0.4242
56. H 0.1221
57. C -0.4758
58. O -0.6578
59. H 0.0989
60. H 0.2312
61. H 0.2855
62. H 0.3671
63. C 0.1158
64. O -0.6484
65. H -0.2218
66. H 0.3597
67. H -0.0087
68. H 0.3232
69. C -0.7699
70. O -0.4898
71. H 0.1557
72. H 0.2282
73. H 0.4007
74. H 0.2487

(2)
Entry from the OMol25 dataset: a 3-piece molecular cluster, C12H24N6O7 overall in a non-equilibrium geometry (ωB97M-V with the def2-TZVPD basis set).

Results
Gap between HOMO and LUMO   8.52 eV
Highest occupied orbital energy   -8.230 eV
SMILES string   C[C@H](O)CNCCO[C@H]1C[C@H](N=C=O)OC1=O.NC(N)=O.NC(N)=O
Energy   -36103.66395 eV

Bonds (Å) are listed after each position.
Cartesian coordinates (Å):
1 C -0.801 -3.519 2.145  C2 1.613, H18 1.150, H19 1.150, H20 1.154
2 C 0.333 -3.072 1.089  C1 1.613, O3 1.476, C4 1.631, H21 1.151
3 O 1.640 -3.182 1.766  C2 1.476, H22 0.992
4 C 0.145 -1.547 0.542  C2 1.631, N5 1.493, H23 1.149, H24 1.172
5 N 0.603 -0.510 1.514  C4 1.493, C6 1.493, H25 1.034
6 C -0.102 0.795 1.353  N5 1.493, C7 1.611, H26 1.153, H27 1.164
7 C -1.037 1.203 2.600  C6 1.611, O8 1.455, H28 1.159, H29 1.165
8 O -2.061 0.229 2.946  C7 1.455, C9 1.435
9 C -2.978 -0.004 1.866  O8 1.435, C10 1.638, C16 1.608, H30 1.147
10 C -3.887 -1.347 2.095  C9 1.638, C11 1.641, H31 1.146, H32 1.157
11 C -4.769 -1.164 0.724  C10 1.641, N12 1.498, O15 1.458, H33 1.149
12 N -4.107 -1.952 -0.365  C11 1.498, C13 1.318
13 C -3.849 -1.201 -1.416  N12 1.318, O14 1.262
14 O -3.318 -0.336 -2.166  C13 1.262
15 O -4.942 0.275 0.566  C11 1.458, C16 1.467
16 C -4.208 0.999 1.609  C9 1.608, O15 1.467, O17 1.256
17 O -4.496 2.123 2.091  C16 1.256
18 H -0.974 -2.639 2.864  C1 1.150
19 H -1.753 -3.798 1.563  C1 1.150
20 H -0.516 -4.436 2.785  C1 1.154
21 H 0.319 -3.842 0.234  C2 1.151
22 H 1.574 -3.938 2.405  O3 0.992
23 H -0.952 -1.457 0.213  C4 1.149
24 H 0.785 -1.500 -0.438  C4 1.172
25 H 0.594 -0.851 2.489  N5 1.034
26 H -0.707 0.862 0.374  C6 1.153
27 H 0.725 1.610 1.266  C6 1.164
28 H -0.442 1.433 3.567  C7 1.159
29 H -1.579 2.196 2.320  C7 1.165
30 H -2.587 -0.189 0.804  C9 1.147
31 H -4.638 -1.136 2.935  C10 1.146
32 H -3.309 -2.344 2.195  C10 1.157
33 H -5.739 -1.740 0.943  C11 1.149
34 C 1.144 0.776 -2.753  O35 1.224, N36 1.352, N37 1.356
35 O 1.120 -0.403 -2.424  C34 1.224
36 N 2.277 1.512 -2.753  C34 1.352, H38 1.002, H39 1.006
37 N 0.032 1.446 -3.146  C34 1.356, H40 1.008, H41 1.004
38 H 2.317 2.478 -3.018  N36 1.002
39 H 3.124 1.050 -2.467  N36 1.006
40 H -0.835 0.931 -3.159  N37 1.008
41 H 0.029 2.412 -3.419  N37 1.004
42 C 5.470 2.931 -2.695  O43 1.224, N44 1.354, N45 1.353
43 O 4.273 2.834 -2.464  C42 1.224
44 N 5.962 3.090 -3.946  C42 1.354, H46 1.004, H47 1.008
45 N 6.407 2.888 -1.719  C42 1.353, H48 1.008, H49 1.004
46 H 6.941 3.171 -4.156  N44 1.004
47 H 5.296 3.127 -4.700  N44 1.008
48 H 6.080 2.770 -0.773  N45 1.008
49 H 7.394 2.965 -1.887  N45 1.004

How is the electron density shared among the atoms? According to natural (NBO), the charges in e are:
1. C -0.6666
2. C 0.1055
3. O -0.7363
4. C -0.2471
5. N -0.6497
6. C -0.2517
7. C -0.0945
8. O -0.5269
9. C -0.0176
10. C -0.4262
11. C 0.2334
12. N -0.5743
13. C 0.8735
14. O -0.4962
15. O -0.5463
16. C 0.7824
17. O -0.5204
18. H 0.2152
19. H 0.2131
20. H 0.2071
21. H 0.1716
22. H 0.4638
23. H 0.1616
24. H 0.2530
25. H 0.3713
26. H 0.2017
27. H 0.2063
28. H 0.2044
29. H 0.1861
30. H 0.2125
31. H 0.2221
32. H 0.2587
33. H 0.2046
34. C 0.7676
35. O -0.6963
36. N -0.8308
37. N -0.8554
38. H 0.4035
39. H 0.4185
40. H 0.4084
41. H 0.3852
42. C 0.7805
43. O -0.6992
44. N -0.8401
45. N -0.8391
46. H 0.3903
47. H 0.4097
48. H 0.4129
49. H 0.3898

(3)
Entry from the OMol25 dataset: one molecule with the formula C2H2ClNS in a non-equilibrium geometry (ωB97M-V with the def2-TZVPD basis set).

Results
Gap between HOMO and LUMO   7.94 eV
Highest occupied orbital energy   -8.804 eV
Energy   -26948.99461 eV
Relative energy (zero: lowest compared OMol25 entry of this formula, charge and spin)   88.9 kcal/mol

Bonds (Å) are listed after each position.
Cartesian coordinates (Å):
1 C -1.993 -0.479 0.161  C2 1.600, N3 1.517, Cl5 1.877, H6 1.138
2 C -1.389 -1.626 1.099  C1 1.600, S4 1.696
3 N -1.130 -0.936 -0.999  C1 1.517, S4 1.864, H7 0.996
4 S -0.209 -2.193 0.023  C2 1.696, N3 1.864
5 Cl -3.664 0.299 -0.193  C1 1.877
6 H -1.458 0.480 0.462  C1 1.138
7 H -0.465 -0.230 -1.228  N3 0.996

How is the electron density shared among the atoms? According to natural (NBO), the charges in e are:
1. C -0.1616
2. C -0.2361
3. N -0.6793
4. S 0.5192
5. Cl -0.0299
6. H 0.2332
7. H 0.3544